Entry A
C2H7O2 | ωB97M-V/def2-TZVPD

XYZ file:
```
11
C2H7O2 (ωB97M-V/def2-TZVPD)
O 0.53 1.79 -0.58
H 0.13 2.20 -1.31
H -0.08 -0.95 1.78
H 0.85 2.52 -0.06
C -0.74 -0.57 1.04
C 0.15 -0.65 -0.09
O 0.01 -1.69 -0.91
H -1.68 -1.27 0.96
H -0.99 0.50 1.07
H 1.27 -0.36 -0.11
H 0.55 -1.53 -1.78
```

Results
**Charge**: +1
**Orbital gap**: 10.607 eV
**HOMO level**: -0.614 hartree

Entry B
C2H7O2 | ωB97M-V/def2-TZVPD

XYZ file:
```
11
C2H7O2 (ωB97M-V/def2-TZVPD)
O 0.54 1.46 -0.95
H 1.04 1.26 -1.72
H -1.97 -0.12 -0.22
H 0.97 2.33 -0.78
C -1.17 -0.89 0.03
C -0.02 -0.28 0.67
O 1.12 -0.91 0.75
H -1.67 -1.61 0.60
H -0.63 -1.32 -0.87
H -0.07 0.78 0.98
H 1.87 -0.69 1.50
```

Results
**Charge**: +1
**Orbital gap**: 11.032 eV
**HOMO level**: -0.612 hartree

Entry C
C2H7O2 | ωB97M-V/def2-TZVPD

XYZ file:
```
11
C2H7O2 (ωB97M-V/def2-TZVPD)
O 0.24 -0.09 -2.33
H 0.98 0.24 -2.87
H -0.26 -1.37 0.61
H -0.62 0.22 -2.62
C -0.35 -0.68 1.43
C 0.16 0.63 1.06
O 0.43 0.96 -0.10
H -1.41 -0.64 1.73
H 0.19 -1.05 2.30
H 0.38 1.46 1.74
H 0.25 0.32 -0.94
```

Results
**Charge**: +1
**Orbital gap**: 12.332 eV
**HOMO level**: -0.643 hartree

Which of them is most stable, and which least? Most stable: entry C; least stable: entry A.

Entry A
C11H14N | ωB97M-V/def2-TZVPD

XYZ file:
```
26
C11H14N (ωB97M-V/def2-TZVPD)
C 1.40 -1.41 3.34
C 0.18 -0.82 3.31
C 2.28 -1.33 2.21
C -0.30 -0.16 2.20
C 1.76 -0.66 1.12
C 0.53 0.03 1.09
C -0.41 2.90 -1.11
C 0.10 0.65 -0.23
C -0.48 -0.14 -1.21
C -0.81 0.33 -2.55
C -0.88 -1.53 -0.90
N 0.22 2.01 -0.34
H 1.53 -2.21 4.12
H -0.37 -0.98 4.18
H 3.24 -1.84 2.30
H -1.38 0.06 2.14
H 2.34 -0.75 0.23
H -0.94 2.61 -2.06
H -0.22 3.91 -1.02
H -0.95 -0.50 -3.20
H -0.01 0.83 -3.16
H -1.79 1.02 -2.57
H -0.36 -2.18 -1.52
H -1.88 -1.66 -1.32
H -0.64 -1.88 0.05
H 0.81 2.47 0.39
```

Results
**Charge**: +1
**Orbital gap (spin up / spin down)**: 7.429 / 7.427 eV
**HOMO level (spin up / spin down)**: -0.465 / -0.465 hartree
**SMILES**: C=[NH+]C(=C(C)C)c1ccccc1

Entry B
C11H14N | ωB97M-V/def2-TZVPD

XYZ file:
```
26
C11H14N (ωB97M-V/def2-TZVPD)
C 0.64 -0.07 -3.24
C -0.32 -1.01 -2.84
C 1.28 0.77 -2.37
C -0.49 -1.27 -1.49
C 0.97 0.71 -0.97
C 0.17 -0.44 -0.60
C 1.26 1.79 -0.24
C 1.50 2.96 0.20
C 0.38 -0.86 0.85
C -0.65 -1.20 2.93
C -1.92 0.00 1.25
N -0.87 -0.94 1.56
H 0.95 -0.04 -4.32
H -0.75 -1.66 -3.57
H 1.90 1.70 -2.55
H -0.95 -2.12 -1.11
H 1.15 3.79 -0.24
H 2.19 3.11 1.04
H 0.81 -1.80 0.82
H 1.15 -0.17 1.40
H -0.17 -0.25 3.35
H -1.62 -1.37 3.40
H -0.04 -2.04 3.14
H -2.87 -0.31 1.77
H -1.65 0.85 1.68
H -2.05 -0.13 0.13
```

Results
**Charge**: +1
**Orbital gap (spin up / spin down)**: 5.472 / 5.473 eV
**HOMO level (spin up / spin down)**: -0.425 / -0.425 hartree

Which of them is most stable, and which least? Most stable: entry A; least stable: entry B.

Entry A
C3H5O2P | ωB97M-V/def2-TZVPD

XYZ file:
```
11
C3H5O2P (ωB97M-V/def2-TZVPD)
C -0.22 -0.61 -0.94
C 1.89 0.24 0.42
C 0.57 0.01 -0.15
O -1.55 -0.43 -0.95
O -3.61 0.56 0.19
P -2.36 -0.09 0.54
H -0.01 -1.22 -1.86
H 2.36 1.14 0.13
H 2.54 -0.70 0.36
H 1.75 0.20 1.52
H -1.37 0.91 0.74
```

Results
**Orbital gap (spin up / spin down)**: 6.266 / 8.672 eV
**HOMO level (spin up / spin down)**: -0.313 / -0.336 hartree

Entry B
C3H5O2P | ωB97M-V/def2-TZVPD

XYZ file:
```
11
C3H5O2P (ωB97M-V/def2-TZVPD)
C 0.90 -1.21 -0.23
C 0.55 -0.52 0.68
C 0.03 0.45 1.60
O -0.71 -0.48 -2.73
O 0.26 1.46 -1.31
P -0.56 0.23 -1.45
H 1.50 -1.79 -0.88
H 0.69 0.32 2.42
H -1.05 0.22 1.60
H 0.12 1.31 0.98
H -1.72 0.00 -0.66
```

Results
**Orbital gap**: 11.352 eV
**HOMO level**: -0.400 hartree

Which of them is most stable, and which least? Most stable: entry B; least stable: entry A.

Entry A
C3H5O2P | ωB97M-V/def2-TZVPD

XYZ file:
```
11
C3H5O2P (ωB97M-V/def2-TZVPD)
C -0.19 -0.08 -2.16
C 0.98 -0.08 0.28
C 0.16 -0.58 -0.98
O -0.45 -1.11 -3.12
O 1.27 -2.78 -2.02
P -0.12 -2.23 -1.89
H 0.13 0.87 -2.53
H 0.19 0.30 0.90
H 1.72 0.70 0.07
H 1.20 -0.99 0.96
H -1.33 -2.83 -1.87
```

Results
**Orbital gap**: 10.092 eV
**HOMO level**: -0.345 hartree

Entry B
C3H5O2P | ωB97M-V/def2-TZVPD

XYZ file:
```
11
C3H5O2P (ωB97M-V/def2-TZVPD)
C 1.47 1.74 0.22
C -0.36 1.38 0.16
C 0.26 0.04 -0.36
O 2.05 2.74 0.41
O 1.67 0.45 0.04
P -0.19 -1.72 0.29
H -0.40 1.40 1.23
H -1.24 1.77 -0.47
H 0.27 0.03 -1.47
H -0.76 -1.20 1.45
H 0.95 -2.19 0.87
```

Results
**Orbital gap**: 10.248 eV
**HOMO level**: -0.348 hartree
**SMILES**: O=C1C[C@H](P)O1

Which of them is most stable, and which least? Most stable: entry A; least stable: entry B.

Entry A
C3H4ClF | ωB97M-V/def2-TZVPD

XYZ file:
```
9
C3H4ClF (ωB97M-V/def2-TZVPD)
C 1.24 -0.04 -0.01
C -0.20 0.39 -0.07
C -1.41 -0.41 0.00
H 1.95 0.21 -0.85
H 1.21 -1.15 0.08
H 1.70 0.34 0.96
H -1.27 -1.46 -0.08
F -0.33 1.71 -0.01
Cl -2.88 0.41 -0.01
```

Results
**Orbital gap**: 9.733 eV
**HOMO level**: -0.323 hartree
**SMILES**: C/C(F)=C/Cl

Entry B
C3H4ClF | ωB97M-V/def2-TZVPD

XYZ file:
```
9
C3H4ClF (ωB97M-V/def2-TZVPD)
C -1.02 0.58 0.12
C 0.45 0.38 -0.24
C 0.99 -0.83 0.00
H -1.35 1.09 1.08
H -1.37 1.33 -0.66
H 1.13 1.15 -0.49
H 0.79 -1.88 0.36
F 2.33 -0.82 -0.05
Cl -1.96 -0.99 -0.12
```

Results
**Orbital gap**: 10.666 eV
**HOMO level**: -0.355 hartree
**SMILES**: F/C=C/CCl

Entry C
C3H4ClF | ωB97M-V/def2-TZVPD

XYZ file:
```
9
C3H4ClF (ωB97M-V/def2-TZVPD)
C 0.07 0.24 -0.12
C 1.11 -0.68 0.76
C 0.96 -0.91 -0.66
H 0.90 -1.62 1.43
H 1.95 0.09 0.85
H 0.00 -1.67 -0.80
H 1.65 -0.96 -1.55
F 0.78 1.50 -0.07
Cl -1.44 -0.08 0.05
```

Results
**Orbital gap**: 10.186 eV
**HOMO level**: -0.343 hartree
**SMILES**: FC1(Cl)CC1

Which of them is most stable, and which least? Most stable: entry A; least stable: entry C.

Entry A
Cl3H2N3 | ωB97M-V/def2-TZVPD

XYZ file:
```
8
Cl3H2N3 (ωB97M-V/def2-TZVPD)
N -0.21 0.04 -1.37
N 0.47 0.62 -0.30
N 0.62 -0.43 0.89
Cl -0.48 1.84 0.25
Cl -0.93 -1.24 1.24
Cl 1.12 0.35 2.28
H -1.02 -0.60 -1.11
H 0.43 -0.57 -1.87
```

Results
**Orbital gap**: 9.974 eV
**HOMO level**: -0.369 hartree
**SMILES**: NN(Cl)N(Cl)Cl

Entry B
Cl3H2N3 | ωB97M-V/def2-TZVPD

XYZ file:
```
8
Cl3H2N3 (ωB97M-V/def2-TZVPD)
N 0.30 -0.34 0.58
N 1.28 0.39 0.02
N 1.06 -0.80 -2.56
Cl 2.78 -0.33 0.24
Cl 0.99 0.50 -3.64
Cl -0.52 -1.28 -1.97
H 0.46 -1.30 0.32
H -0.59 -0.09 0.07
```

Results
**Orbital gap (spin up / spin down)**: 9.824 / 6.761 eV
**HOMO level (spin up / spin down)**: -0.375 / -0.312 hartree

Which of them is most stable, and which least? Most stable: entry A; least stable: entry B.

Entry A
C6H15N | ωB97M-V/def2-TZVPD

XYZ file:
```
22
C6H15N (ωB97M-V/def2-TZVPD)
C 0.96 2.82 0.03
N 0.56 1.55 -0.60
C 0.06 0.57 0.33
C -0.31 -0.68 -0.47
C 0.12 -2.05 0.08
C -0.18 -3.21 -0.85
C -1.07 0.97 1.34
H 1.17 3.54 -0.78
H 1.86 2.69 0.63
H 0.23 3.24 0.72
H -0.26 1.83 -1.15
H 0.91 0.34 1.02
H -1.35 -0.78 -0.84
H 0.24 -0.59 -1.41
H 1.18 -1.95 0.27
H -0.34 -2.28 1.06
H -0.83 -3.01 -1.71
H -0.93 -3.95 -0.50
H 0.77 -3.63 -1.16
H -1.64 1.71 0.76
H -0.53 1.49 2.14
H -1.74 0.31 1.85
```

Results
**Orbital gap**: 10.282 eV
**HOMO level**: -0.336 hartree
**SMILES**: CCC[C@H](C)NC

Entry B
C6H15N | ωB97M-V/def2-TZVPD

XYZ file:
```
22
C6H15N (ωB97M-V/def2-TZVPD)
C -2.33 0.43 -1.35
N -1.31 -0.21 -0.57
C -0.27 0.69 -0.01
C 0.64 -0.10 0.84
C 1.43 -0.98 -0.15
C 2.53 -1.73 0.59
C -0.87 1.85 0.68
H -2.55 -0.25 -2.28
H -1.79 1.15 -1.98
H -3.38 0.57 -0.86
H -1.73 -0.98 -0.16
H 0.33 0.90 -0.88
H 1.36 0.59 1.31
H 0.04 -0.72 1.59
H 0.81 -1.69 -0.81
H 1.90 -0.36 -0.94
H 3.46 -1.15 0.49
H 2.61 -2.77 0.23
H 2.19 -1.69 1.57
H -1.14 1.55 1.78
H -1.86 2.22 0.11
H -0.07 2.69 0.79
```

Results
**Orbital gap**: 9.356 eV
**HOMO level**: -0.301 hartree
**SMILES**: CCC[C@H](C)NC

Which of them is most stable, and which least? Most stable: entry A; least stable: entry B.

Entry A
C5H6 | ωB97M-V/def2-TZVPD

XYZ file:
```
11
C5H6 (ωB97M-V/def2-TZVPD)
C -1.28 0.39 0.08
C -1.38 -0.86 -0.50
C -0.10 -1.24 -0.25
C 0.95 -0.20 -0.43
C 0.15 0.85 0.40
H -2.14 0.96 0.41
H 0.08 -2.05 0.46
H 1.93 -0.49 -0.03
H 1.06 0.14 -1.46
H 0.44 0.74 1.46
H 0.31 1.91 0.14
```

Results
**Orbital gap**: 7.855 eV
**HOMO level**: -0.298 hartree

Entry B
C5H6 | ωB97M-V/def2-TZVPD

XYZ file:
```
11
C5H6 (ωB97M-V/def2-TZVPD)
C 0.06 1.80 -1.95
C -0.09 1.21 -0.88
C -0.14 0.02 -0.12
C 0.80 -0.74 0.80
C -0.69 -0.83 0.98
H 0.18 2.83 -2.18
H -0.54 -0.28 -1.14
H 1.36 -1.56 0.37
H 1.35 -0.25 1.62
H -1.15 -1.74 0.59
H -1.14 -0.47 1.91
```

Results
**Orbital gap**: 10.003 eV
**HOMO level**: -0.337 hartree
**SMILES**: C#CC1CC1

Which of them is most stable, and which least? Most stable: entry A; least stable: entry B.